{"formula": "C6H17NO2", "method": "wB97M-V/def2-TZVPD", "symbols": ["C", "C", "C", "O", "H", "H", "H", "H", "H", "H", "H", "H", "C", "C", "C", "N", "O", "H", "H", "H", "H", "H", "H", "H", "H", "H"], "positions_angstrom": [[-0.795174, -1.159650, 1.781300], [-0.009214, -1.225010, 3.079564], [-0.341149, -2.206405, 0.766963], [-0.626933, 0.169512, 1.257202], [-1.160371, 0.279590, 0.430180], [-1.859672, -1.309985, 1.999720], [-0.131683, -2.199618, 3.556169], [-0.349232, -0.452428, 3.770134], [1.055104, -1.069063, 2.885273], [0.717553, -2.067980, 0.532641], [-0.477746, -3.215088, 1.163720], [-0.913194, -2.121729, -0.158986], [-0.192575, 2.063029, -1.409637], [1.723614, 0.648344, -2.385273], [-1.478039, 1.261402, -1.398511], [0.817060, 0.889523, -1.259174], [1.598850, 0.926422, -0.072819], [0.933807, 0.666866, 0.618403], [0.070202, 2.612848, -2.315972], [-0.041574, 2.704356, -0.543478], [1.123206, 0.579497, -3.291747], [2.250709, -0.286984, -2.211681], [2.438536, 1.466757, -2.470509], [-2.244788, 1.670366, -0.738423], [-1.908719, 1.121130, -2.390709], [-0.198577, 0.254299, -1.194351]], "atomic_forces_ev_per_a": [[0.04, 0.06, -0.06], [-0.04, 0.01, -0.09], [-0.02, 0.11, 0.08], [-0.06, -0.20, 0.03], [0.06, -0.04, 0.09], [0.05, 0.02, -0.02], [0.00, 0.04, -0.03], [0.00, -0.03, -0.03], [-0.03, -0.01, -0.01], [-0.01, 0.00, 0.02], [0.00, 0.05, 0.00], [0.00, 0.00, 0.02], [0.14, -0.29, 0.05], [-0.12, 0.04, 0.14], [0.07, -0.02, -0.01], [0.03, 0.09, 0.22], [-0.35, 0.01, -0.37], [0.06, 0.03, -0.11], [0.01, -0.05, 0.02], [0.00, -0.03, 0.00], [0.01, 0.01, 0.04], [-0.01, 0.03, -0.01], [-0.03, -0.02, 0.01], [0.02, 0.01, 0.00], [0.02, 0.04, 0.01], [0.14, 0.14, 0.00]], "charge": 0, "orbital_gap_ev": 8.4, "homo_ev": -7.444, "e_tot_ha": -443.880812}